Entry 1:
{"formula": "C24H29N3O5", "method": "ωB97M-V with the def2-TZVPD basis set", "charge": 0, "homo_lumo_gap_ev": 8.06, "e_above_lowest_kcal_mol": 14.7, "homo_energy_ha": -0.27939, "smiles": "CCOC(=O)C1CCN(C(=O)c2cn(CCOC)c(=O)c3c2c2ccccc2n3C)CC1", "e_tot_ha": -1472.47361, "elements": ["C", "C", "H", "H", "O", "C", "O", "C", "C", "H", "H", "C", "N", "C", "O", "C", "C", "N", "C", "O", "C", "C", "C", "C", "C", "C", "C", "C", "N", "C", "H", "H", "H", "H", "H", "H", "H", "C", "H", "C", "O", "C", "H", "H", "H", "H", "H", "H", "H", "C", "C", "H", "H", "H", "H", "H", "H", "H", "H", "H", "H"], "xyz": [[-6.558, -0.226, 2.429], [-6.346, 0.397, 1.057], [-6.993, -0.085, 0.318], [-6.537, 1.472, 1.077], [-4.987, 0.271, 0.631], [-4.629, -0.883, 0.064], [-5.380, -1.800, -0.141], [-3.145, -0.879, -0.256], [-2.382, -1.315, 1.002], [-2.650, -2.343, 1.249], [-2.656, -0.681, 1.846], [-0.880, -1.185, 0.751], [-0.533, -1.703, -0.557], [0.647, -1.459, -1.171], [0.950, -1.953, -2.241], [1.569, -0.535, -0.434], [2.667, -1.006, 0.208], [3.547, -0.194, 0.864], [3.426, 1.188, 0.948], [4.254, 1.856, 1.564], [2.268, 1.692, 0.263], [1.370, 0.870, -0.425], [0.382, 1.728, -0.992], [-0.736, 1.519, -1.797], [-1.494, 2.608, -2.163], [-1.154, 3.899, -1.749], [-0.042, 4.138, -0.971], [0.732, 3.044, -0.594], [1.872, 3.001, 0.158], [2.535, 4.143, 0.723], [3.420, 3.799, 1.255], [1.871, 4.662, 1.420], [2.832, 4.838, -0.065], [0.222, 5.139, -0.669], [-1.774, 4.729, -2.056], [-2.366, 2.471, -2.786], [-0.979, 0.526, -2.140], [4.709, -0.797, 1.489], [5.213, 0.002, 2.038], [5.664, -1.406, 0.464], [5.180, -2.674, 0.082], [5.928, -3.266, -0.947], [6.971, -3.417, -0.643], [5.465, -4.229, -1.153], [5.909, -2.652, -1.855], [6.666, -1.506, 0.909], [5.742, -0.745, -0.413], [4.390, -1.582, 2.179], [2.914, -2.055, 0.225], [-1.507, -2.573, -1.181], [-2.824, -1.829, -1.419], [-3.632, -2.556, -1.517], [-2.768, -1.261, -2.348], [-1.077, -2.911, -2.125], [-1.670, -3.447, -0.542], [-0.601, -0.129, 0.805], [-0.324, -1.723, 1.531], [-2.854, 0.149, -0.488], [-6.370, -1.296, 2.384], [-5.883, 0.222, 3.155], [-7.583, -0.062, 2.749]], "atomic_forces_ev_per_a": [[0.21, 0.09, -0.35], [-0.47, -0.15, 0.15], [0.08, 0.16, 0.08], [0.03, -0.13, -0.05], [0.13, 0.31, 0.14], [0.41, 0.01, -0.27], [-0.18, -0.10, 0.07], [-0.25, -0.15, 0.08], [0.09, 0.17, -0.15], [-0.03, -0.02, 0.05], [0.03, -0.05, 0.04], [0.05, 0.10, 0.53], [-0.20, -0.01, -0.12], [0.15, -0.03, 0.24], [0.19, -0.07, -0.31], [0.50, -0.06, 0.08], [-0.74, -0.23, -0.41], [-0.13, 0.21, -0.03], [0.08, -0.01, 0.14], [0.08, 0.20, 0.02], [-0.50, -0.58, -0.38], [0.62, 0.25, 0.41], [0.09, 0.39, 0.11], [0.01, 0.09, -0.01], [-0.15, -0.16, -0.11], [0.08, 0.10, 0.06], [0.01, 0.18, 0.03], [-0.25, -0.43, -0.20], [0.04, -0.09, -0.01], [0.20, 0.43, 0.19], [-0.12, 0.09, -0.06], [0.02, 0.01, -0.02], [-0.01, 0.01, 0.02], [0.01, 0.11, 0.03], [-0.03, 0.08, -0.01], [-0.06, -0.03, -0.06], [-0.09, -0.12, -0.06], [0.63, -0.17, -0.05], [-0.10, -0.23, -0.06], [0.04, 0.13, 0.20], [-0.21, 0.09, 0.20], [0.07, -0.04, -0.11], [-0.03, -0.01, -0.02], [0.08, -0.01, -0.07], [0.01, -0.04, 0.01], [-0.09, 0.02, -0.04], [0.02, -0.02, 0.09], [0.02, 0.08, 0.00], [0.02, -0.06, 0.00], [-0.16, -0.14, -0.41], [0.08, -0.09, 0.09], [0.03, 0.05, -0.05], [0.00, -0.01, -0.05], [-0.08, -0.04, 0.19], [0.02, 0.01, -0.06], [-0.05, -0.10, 0.08], [-0.06, 0.13, -0.03], [-0.02, -0.06, 0.02], [-0.02, -0.08, 0.03], [0.02, 0.05, 0.10], [-0.12, 0.01, 0.07]], "lowdin_charge": [-0.06, -0.21, 0.12, 0.12, 0.00, -0.47, 0.12, -0.21, -0.11, 0.13, 0.13, -0.13, -0.04, -0.43, 0.08, -0.07, 0.02, 0.01, -0.34, 0.03, -0.05, -0.05, -0.09, -0.02, -0.09, -0.08, -0.01, -0.16, -0.03, -0.01, 0.08, 0.10, 0.10, 0.11, 0.10, 0.10, 0.11, -0.10, 0.12, -0.20, -0.21, -0.11, 0.09, 0.09, 0.09, 0.13, 0.14, 0.14, 0.14, -0.12, -0.10, 0.12, 0.12, 0.12, 0.13, 0.12, 0.13, 0.14, 0.08, 0.08, 0.08]}

=====

Entry 2:
{"formula": "C24H29NO3P", "method": "ωB97M-V with the def2-TZVPD basis set", "charge": 1, "homo_lumo_gap_ev": 6.10, "homo_energy_ha": -0.41607, "e_tot_ha": -1553.22101, "elements": ["C", "C", "C", "C", "C", "C", "C", "C", "C", "P", "O", "C", "N", "H", "H", "H", "H", "H", "H", "H", "H", "H", "H", "H", "H", "H", "H", "H", "H", "H", "H", "H", "H", "H", "C", "C", "C", "C", "C", "C", "C", "O", "C", "C", "C", "C", "C", "C", "C", "O", "H", "H", "H", "H", "H", "H", "H", "H"], "xyz": [[4.701, -3.958, 2.083], [4.529, -4.715, 0.636], [4.484, -3.687, -0.642], [2.978, -3.223, -1.099], [2.746, -1.575, -0.948], [2.196, -1.313, 0.574], [0.569, -1.158, 0.711], [-0.308, -2.144, -0.263], [-0.550, -3.667, 0.379], [-0.605, -4.892, -1.102], [-0.571, -6.574, -0.649], [-0.991, -6.740, 0.778], [-1.192, -6.748, 2.078], [3.669, -4.041, 2.674], [5.500, -4.471, 2.802], [5.007, -2.826, 1.892], [3.516, -5.339, 0.607], [5.430, -5.488, 0.513], [5.130, -2.738, -0.412], [5.003, -4.250, -1.550], [2.870, -3.525, -2.243], [2.111, -3.722, -0.473], [3.766, -1.031, -1.200], [1.969, -1.174, -1.757], [2.670, -2.115, 1.316], [2.661, -0.271, 0.923], [0.291, -1.462, 1.829], [0.222, -0.021, 0.614], [0.061, -2.208, -1.371], [-1.403, -1.670, -0.313], [-1.639, -3.706, 0.868], [0.230, -3.940, 1.208], [-1.852, -4.647, -1.839], [0.463, -4.571, -2.054], [-4.690, 1.613, -0.686], [-3.546, 1.083, -0.090], [-2.507, 1.930, 0.301], [-2.608, 3.310, 0.084], [-3.742, 3.836, -0.534], [-4.791, 2.986, -0.910], [-3.838, 5.283, -0.812], [-4.835, 5.747, -1.352], [-2.711, 6.162, -0.439], [-2.764, 7.527, -0.749], [-1.709, 8.368, -0.388], [-0.606, 7.852, 0.291], [-0.548, 6.491, 0.596], [-1.599, 5.643, 0.222], [-1.512, 4.199, 0.517], [-0.541, 3.744, 1.110], [-5.504, 0.954, -0.982], [-3.462, 0.011, 0.073], [-1.619, 1.510, 0.770], [-5.685, 3.392, -1.380], [-3.623, 7.939, -1.276], [-1.750, 9.427, -0.635], [0.213, 8.508, 0.579], [0.319, 6.094, 1.122]], "atomic_forces_ev_per_a": [[-0.48, -0.17, 0.33], [0.21, -0.39, -0.02], [0.35, -0.65, -0.07], [0.03, 0.90, -0.93], [-0.16, -0.79, -0.23], [1.08, 1.40, 0.05], [0.14, -0.54, 1.01], [-1.58, 0.54, 0.03], [-0.73, 0.57, 0.40], [-0.28, 0.28, 1.39], [-1.32, 1.93, 3.60], [-0.26, 0.72, 7.31], [1.75, 0.01, -12.07], [2.23, 0.54, -1.22], [-1.66, 1.13, -1.82], [-0.71, -2.44, 0.64], [2.20, 1.16, 0.18], [-2.06, 1.76, 0.11], [-1.23, -1.77, -0.41], [-1.19, 1.32, 1.86], [0.00, 0.57, 2.35], [1.83, 0.65, -1.09], [-2.17, -1.11, 0.81], [1.59, -0.88, 1.77], [-1.27, 1.57, -1.67], [-1.13, -2.26, -0.59], [0.48, 0.69, -2.35], [0.81, -2.66, -0.21], [-0.38, 0.23, 2.09], [2.40, -1.07, -0.05], [2.43, -0.11, -1.05], [-1.31, 0.22, -1.84], [1.16, -0.48, 0.73], [-0.77, -0.84, 0.95], [0.05, 0.32, -0.04], [0.26, 0.41, 0.05], [-0.29, -0.27, -0.14], [-0.29, -0.58, -0.10], [-0.23, -0.72, 0.00], [0.04, -0.33, 0.05], [-1.22, 0.81, -0.69], [0.66, -0.41, 0.36], [0.25, 0.58, -0.02], [0.23, 0.20, 0.07], [-0.23, -0.32, -0.04], [-0.08, -0.36, 0.03], [0.00, 0.29, -0.08], [0.28, 0.50, 0.06], [1.23, -0.31, 0.71], [-0.56, 0.12, -0.37], [0.13, 0.15, 0.05], [-0.04, 0.16, 0.02], [-0.16, 0.32, -0.04], [0.30, 0.07, 0.12], [0.14, -0.27, 0.15], [-0.02, -0.22, 0.05], [-0.16, -0.15, -0.05], [-0.29, -0.06, -0.15]], "lowdin_charge": [-0.15, -0.26, -0.22, -0.22, -0.20, -0.20, -0.18, -0.24, -0.31, 1.08, -0.28, -0.17, 0.17, 0.07, 0.09, 0.08, 0.10, 0.12, 0.11, 0.12, 0.11, 0.06, 0.12, 0.11, 0.11, 0.13, 0.13, 0.13, 0.09, 0.12, 0.13, 0.12, 0.08, 0.06, -0.06, -0.07, 0.00, -0.08, -0.08, 0.01, -0.28, 0.11, -0.09, 0.01, -0.05, -0.05, 0.01, -0.09, -0.28, 0.09, 0.11, 0.09, 0.10, 0.13, 0.12, 0.11, 0.11, 0.12]}